Entry 1:
{"formula": "C3H8NO2", "method": "the ωB97M-V functional and the def2-TZVPD basis", "total_charge": 1, "symbols": ["C", "C", "C", "N", "O", "O", "H", "H", "H", "H", "H", "H", "H", "H"], "coordinates": [[1.176, -0.322, -1.556], [0.043, -0.630, -0.651], [-1.424, -0.862, -0.447], [1.176, -0.831, -0.143], [0.669, 1.124, 1.571], [-2.042, 0.215, -1.021], [1.458, -0.969, -2.433], [1.433, 0.625, -1.780], [-1.749, -1.096, 0.612], [-1.620, -1.818, -1.079], [1.722, -0.676, 0.757], [-0.235, 1.259, 1.868], [1.428, 1.062, 2.187], [-2.755, -0.132, -1.431]]}

---

Entry 2:
{"formula": "C2H6OS2", "method": "the ωB97M-V functional and the def2-TZVPD basis", "symbols": ["C", "C", "O", "S", "S", "H", "H", "H", "H", "H", "H"], "coordinates": [[-0.408, 0.440, 1.839], [0.579, 0.066, -1.715], [-1.309, -1.503, -0.505], [1.088, -0.542, 1.374], [0.123, -1.458, -0.716], [-1.279, -0.052, 1.433], [-0.444, 1.356, 1.095], [-0.352, 0.653, 2.888], [1.691, 0.189, -1.584], [0.069, 0.959, -1.276], [0.243, -0.109, -2.834]]}

---

Entry 3:
{"formula": "C28H78ClF6NO21S2Y", "method": "the ωB97M-V functional and the def2-TZVPD basis", "total_charge": 1, "symbols": ["Y", "Cl", "O", "O", "O", "O", "C", "F", "F", "F", "S", "O", "O", "N", "S", "O", "O", "C", "F", "F", "F", "C", "C", "O", "H", "H", "H", "H", "H", "H", "C", "C", "O", "H", "H", "H", "H", "H", "H", "C", "C", "O", "H", "H", "H", "H", "H", "H", "C", "C", "O", "H", "H", "H", "H", "H", "H", "C", "C", "O", "H", "H", "H", "H", "H", "H", "C", "C", "O", "H", "H", "H", "H", "H", "H", "C", "C", "O", "H", "H", "H", "H", "H", "H", "C", "C", "O", "H", "H", "H", "H", "H", "H", "C", "C", "O", "H", "H", "H", "H", "H", "H", "C", "C", "O", "H", "H", "H", "H", "H", "H", "C", "C", "O", "H", "H", "H", "H", "H", "H", "C", "C", "O", "H", "H", "H", "H", "H", "H", "C", "C", "O", "H", "H", "H", "H", "H", "H"], "coordinates": [[-1.901, 2.202, 1.943], [-3.018, 4.960, -0.409], [-2.819, 3.588, 0.157], [-1.780, 5.340, -1.011], [-4.080, 4.863, -1.338], [-3.339, 5.805, 0.700], [0.000, 1.472, -1.800], [-0.455, 0.257, -1.999], [1.071, 1.734, -2.506], [-0.954, 2.351, -2.056], [0.485, 1.716, 0.030], [1.878, 1.573, 0.198], [-0.060, 2.985, 0.516], [-0.627, 0.696, 0.865], [0.161, -0.741, 0.957], [0.929, -1.066, -0.200], [0.859, -0.822, 2.206], [-1.144, -2.041, 0.993], [-1.883, -1.941, 2.098], [-1.908, -1.936, -0.095], [-0.509, -3.188, 0.976], [-4.113, -4.656, 1.448], [-5.381, -4.356, 2.214], [-5.794, -5.559, 2.874], [-4.280, -5.318, 0.602], [-3.379, -5.088, 2.128], [-3.787, -3.690, 1.047], [-6.168, -4.092, 1.497], [-5.260, -3.547, 2.942], [-6.434, -5.326, 3.552], [3.699, -2.484, -1.633], [3.088, -1.405, -2.497], [3.859, -1.213, -3.682], [3.607, -3.447, -2.144], [3.177, -2.590, -0.680], [4.762, -2.320, -1.455], [3.028, -0.443, -1.975], [2.067, -1.710, -2.732], [4.661, -0.726, -3.467], [-1.042, -5.184, -1.454], [0.262, -4.860, -2.154], [1.072, -6.009, -2.375], [-1.555, -6.022, -1.920], [-1.678, -4.298, -1.452], [-0.770, -5.446, -0.431], [0.832, -4.130, -1.564], [0.136, -4.290, -3.088], [0.854, -6.387, -3.230], [4.319, 2.506, -3.245], [5.188, 2.963, -2.100], [5.846, 1.811, -1.611], [3.582, 3.233, -3.582], [3.831, 1.554, -3.029], [4.957, 2.276, -4.105], [4.544, 3.415, -1.334], [5.911, 3.693, -2.469], [6.457, 2.072, -0.917], [2.270, -4.491, 1.239], [3.672, -4.788, 1.721], [4.015, -6.171, 1.556], [1.520, -4.982, 1.871], [2.120, -4.826, 0.212], [1.991, -3.435, 1.308], [3.882, -4.514, 2.752], [4.380, -4.194, 1.120], [3.847, -6.400, 0.636], [-2.906, -1.380, -4.306], [-2.119, -2.409, -5.088], [-3.049, -3.293, -5.720], [-3.620, -1.882, -3.651], [-3.442, -0.740, -5.004], [-2.253, -0.761, -3.687], [-1.382, -2.941, -4.476], [-1.551, -1.904, -5.880], [-2.693, -3.567, -6.568], [1.802, 1.400, 4.717], [1.141, 2.277, 3.698], [-0.309, 1.996, 3.707], [2.861, 1.632, 4.803], [1.680, 0.353, 4.442], [1.328, 1.554, 5.692], [1.468, 2.118, 2.676], [1.281, 3.340, 3.910], [-0.583, 2.193, 4.613], [-1.691, -3.516, 4.813], [-0.521, -2.558, 4.808], [-0.958, -1.215, 5.147], [-1.440, -4.511, 4.446], [-2.459, -3.155, 4.119], [-2.178, -3.579, 5.786], [-0.052, -2.504, 3.829], [0.233, -2.867, 5.532], [-0.802, -1.043, 6.079], [-1.855, 6.507, 3.757], [-1.383, 5.074, 3.898], [-1.279, 4.445, 2.580], [-1.174, 7.074, 3.122], [-1.861, 6.986, 4.737], [-2.864, 6.561, 3.354], [-2.088, 4.489, 4.490], [-0.397, 5.072, 4.368], [-0.616, 4.975, 2.114], [1.176, 1.302, -6.995], [2.138, 0.965, -5.873], [2.884, -0.186, -6.225], [0.460, 2.074, -6.700], [0.576, 0.434, -7.270], [1.712, 1.665, -7.872], [1.572, 0.813, -4.942], [2.831, 1.794, -5.678], [3.106, -0.664, -5.413], [-4.131, 0.142, 5.261], [-3.798, -0.047, 3.806], [-2.455, 0.459, 3.474], [-3.600, -0.589, 5.869], [-5.199, 0.010, 5.422], [-3.822, 1.129, 5.614], [-4.523, 0.396, 3.119], [-3.809, -1.114, 3.565], [-1.829, -0.083, 4.036], [-3.609, 2.399, -4.389], [-2.372, 2.994, -5.020], [-2.790, 3.815, -6.129], [-4.089, 1.677, -5.047], [-4.297, 3.190, -4.098], [-3.373, 1.851, -3.469], [-1.692, 2.230, -5.409], [-1.808, 3.611, -4.317], [-2.471, 3.418, -6.943], [4.213, 3.405, 2.025], [4.860, 4.748, 2.218], [3.917, 5.560, 2.936], [3.267, 3.495, 1.490], [4.001, 2.862, 2.946], [4.830, 2.782, 1.372], [5.008, 5.215, 1.238], [5.811, 4.700, 2.750], [4.334, 6.393, 3.175]]}

---

Entry 4:
{"formula": "CH3O2S2", "method": "the ωB97M-V functional and the def2-TZVPD basis", "total_charge": -1, "symbols": ["C", "O", "O", "S", "S", "H", "H", "H"], "coordinates": [[0.755, -0.962, -0.423], [-1.538, 1.077, -0.805], [0.486, 2.039, 0.458], [-1.346, 0.474, 2.043], [-0.554, 0.964, 0.282], [1.146, -0.748, -1.455], [1.253, -1.411, 0.338], [-0.202, -1.433, -0.439]]}

---

| no. | HOMO level (Eh) | frontier orbital gap (eV) |
| --- | --- | --- |
| 1 | -0.5758 | 10.7091 |
| 2 | -0.3250 | 8.3503 |
| 3 | -0.4106 | 7.1375 |
| 4 | -0.1524 | 7.8349 |